# 1
This record from the Open Molecules 2025 dataset describes C8H8Br4CoF12InO12S4 as an isolated structure in a non-equilibrium geometry. The level of theory is ωB97M-V/def2-TZVPD.

```
50
Properties=species:S:1:pos:R:3:lowdin_spin:R:1
O -1.22 -0.75 4.37 0.216
F -2.93 -4.12 3.95 -0.002
F 2.05 1.29 -0.58 0.001
F 2.46 -0.53 0.44 0.001
F -0.77 -3.81 4.00 -0.002
O -4.62 1.29 3.46 0.005
H 4.47 -0.53 -1.26 0.000
S -2.39 -2.07 -1.96 0.009
F -4.75 3.97 2.62 0.001
F -4.82 3.17 0.56 0.000
H 4.10 4.13 -1.36 0.000
H 3.96 2.09 -2.70 0.000
O -2.20 -2.64 -0.64 0.043
F -2.06 -3.52 5.77 -0.001
O -1.03 -0.22 0.73 0.046
F -3.00 4.03 1.43 0.000
C -4.13 3.36 1.70 0.002
Br 3.28 -3.33 -1.91 0.000
C -3.90 -2.88 -2.80 0.000
O -3.43 0.78 1.43 0.025
H 3.85 -0.45 -2.89 0.000
Br 5.92 4.37 -3.13 0.000
C 3.34 2.95 -2.94 0.000
In 0.18 1.78 4.65 -0.002
F -4.60 -3.31 -1.68 0.001
O -1.22 -2.24 -2.76 0.012
S -3.59 1.75 2.54 0.004
O -2.30 2.00 3.21 0.002
S -2.25 -1.60 3.88 -0.034
O 0.78 -0.10 2.52 0.008
H 3.40 5.05 -2.75 0.000
H 5.14 -2.59 -3.42 0.000
F 1.00 -0.47 -1.25 0.000
C -1.94 -3.39 4.47 -0.007
Br 3.25 3.16 -4.89 0.000
C 4.89 -2.37 -2.38 0.000
F -3.64 -3.86 -3.74 0.000
F -4.64 -1.86 -3.34 0.000
H 5.65 -2.78 -1.72 0.000
O -2.48 -1.53 2.46 0.215
O -3.51 -1.15 4.49 0.613
Br 6.41 -0.11 -2.83 0.000
H 2.33 2.90 -2.53 0.000
C 1.52 0.17 -0.14 0.003
S 0.19 0.43 1.28 0.006
C 4.04 4.22 -2.44 0.000
O 0.11 1.88 1.53 0.007
C 4.66 -0.87 -2.28 0.000
O -2.76 -0.72 -1.59 0.039
Co -2.82 -0.95 0.45 2.791
```

Properties
Charge   0
2S+1   5
⟨S²⟩   6.02
HOMO-LUMO gap (alpha / beta)   8.773 / 3.901 eV
Total energy   -431913.226 eV


# 2
This record from the Open Molecules 2025 dataset describes C15H16ClInN as an isolated structure in a non-equilibrium geometry. The level of theory is ωB97M-V/def2-TZVPD.

```
34
Properties=species:S:1:pos:R:3:mulliken_charge:R:1
C 0.27 -2.87 -1.91 -0.569
H 1.41 0.22 -2.66 0.362
C 0.02 0.21 1.93 -1.740
C 0.65 1.53 1.81 0.544
C -0.05 2.76 1.97 0.459
C 1.97 4.01 1.50 -0.363
H 2.81 -1.03 -0.70 0.562
H -0.54 -1.50 -3.50 0.294
C 2.00 1.59 1.42 -0.205
H 0.06 4.91 1.97 0.352
H 2.53 0.66 1.21 0.275
H -0.32 -3.77 -2.07 0.445
C -3.52 -1.62 -1.47 -0.758
C 0.62 3.97 1.84 -0.472
H 1.73 -3.49 -0.34 0.389
H 3.69 2.82 0.95 0.345
H -1.84 -3.46 0.47 0.225
C 1.34 -2.72 -0.99 -0.738
H -1.72 1.28 -1.66 -0.025
C 1.15 -0.76 -2.20 -0.524
C -2.64 -1.68 -0.47 0.548
C 1.90 -1.41 -1.16 -0.566
H 0.72 -0.54 2.34 0.381
H -3.52 -0.80 -2.19 0.273
N -1.84 0.28 -1.37 -0.665
C 2.65 2.81 1.27 -0.712
H -0.91 0.17 2.51 0.550
C -2.27 -2.44 0.61 -0.755
In -0.45 -0.60 -0.11 0.725
C 0.16 -1.67 -2.66 -0.266
H -2.51 -2.20 1.66 0.267
Cl -1.76 2.78 2.20 -0.232
H 2.46 4.97 1.39 0.331
H -4.26 -2.42 -1.60 0.263
```

Properties
Charge   -1
HOMO-LUMO gap (alpha / beta)   5.570 / 5.567 eV
Total energy   -34995.151 eV


# 3
This record from the Open Molecules 2025 dataset describes C22H36CrO2P2 as an isolated structure in a non-equilibrium geometry. The level of theory is ωB97M-V/def2-TZVPD.

```
63
Properties=species:S:1:pos:R:3:lowdin_spin:R:1
O -2.42 1.52 1.38 0.032
H 4.54 2.24 -0.75 0.000
H 0.68 0.26 -4.48 0.000
H -1.35 -3.34 2.43 0.000
H -2.82 1.99 -3.02 0.001
H 1.39 -0.90 0.15 0.008
H 1.70 0.06 3.04 0.006
C -0.27 -3.16 2.26 -0.002
C -4.51 0.47 1.82 0.001
H 0.06 -3.63 1.32 -0.001
H 2.73 -2.39 0.72 -0.001
C 3.11 0.88 -1.49 0.004
C 4.21 -1.92 -0.82 0.000
C -2.21 1.63 -2.18 0.010
H 2.95 -0.40 2.05 0.000
H -6.34 2.41 3.94 0.000
C 0.38 -1.25 0.39 -0.072
H 1.83 -1.66 3.55 0.001
H -7.96 0.52 3.65 0.000
H -5.10 -1.45 1.07 0.000
H -4.14 2.35 2.78 0.000
H 0.96 -0.01 -1.48 0.008
C -3.20 0.52 1.12 0.021
H -2.61 0.68 -1.74 0.002
H -0.01 -1.89 -0.43 0.004
H -7.33 -1.41 2.22 0.000
C 4.35 1.15 -0.71 0.001
C 2.89 -0.21 -2.24 0.000
H 0.60 -0.52 4.23 0.001
H 0.35 -3.46 3.12 0.000
Cr -0.67 0.52 0.62 3.787
H 2.23 -0.15 -3.12 0.000
C 1.14 -0.83 3.32 0.010
C -6.09 1.57 3.30 0.000
H 1.05 3.10 -2.28 0.000
H 1.18 2.43 -3.95 0.000
H 0.73 1.42 -0.50 0.041
H 5.20 0.65 -1.20 0.000
P -0.53 1.35 -2.70 0.012
P -0.08 -1.36 2.07 0.009
C -6.64 -0.58 2.34 0.000
C -6.99 0.51 3.15 0.002
H -0.36 -0.90 -3.58 0.001
O -2.78 -0.41 0.34 0.042
C 0.19 0.71 -1.19 0.056
C 0.48 2.76 -3.15 0.001
C -5.40 -0.59 1.67 0.002
C 4.29 0.73 0.77 0.001
H 4.28 -3.02 -0.85 0.000
H 3.95 1.58 1.37 0.000
C 3.66 -1.49 -2.19 0.000
C -4.85 1.55 2.65 0.002
C 3.37 -1.57 0.37 0.000
H 3.02 -2.28 -2.61 0.000
H 5.31 0.52 1.13 0.000
H 4.50 -1.40 -2.90 0.000
H 5.22 -1.52 -0.69 0.000
H -0.19 3.55 -3.53 0.000
H -2.14 2.38 -1.36 0.004
H 2.43 1.73 -1.55 0.001
H -1.10 0.25 -4.73 0.000
C 3.41 -0.42 1.07 0.002
C -0.30 0.12 -3.99 0.003
```

Properties
Relative energy (zero: lowest compared OMol25 entry of this formula, charge and spin)   0.00 kJ/mol
Charge   0
2S+1   5
⟨S²⟩   6.09
HOMO-LUMO gap (alpha / beta)   6.243 / 6.521 eV
Total energy   -74487.084 eV


Repeat the first record exactly.
This record from the Open Molecules 2025 dataset describes C8H8Br4CoF12InO12S4 as an isolated structure in a non-equilibrium geometry. The level of theory is ωB97M-V/def2-TZVPD.

```
50
Properties=species:S:1:pos:R:3:lowdin_spin:R:1
O -1.22 -0.75 4.37 0.216
F -2.93 -4.12 3.95 -0.002
F 2.05 1.29 -0.58 0.001
F 2.46 -0.53 0.44 0.001
F -0.77 -3.81 4.00 -0.002
O -4.62 1.29 3.46 0.005
H 4.47 -0.53 -1.26 0.000
S -2.39 -2.07 -1.96 0.009
F -4.75 3.97 2.62 0.001
F -4.82 3.17 0.56 0.000
H 4.10 4.13 -1.36 0.000
H 3.96 2.09 -2.70 0.000
O -2.20 -2.64 -0.64 0.043
F -2.06 -3.52 5.77 -0.001
O -1.03 -0.22 0.73 0.046
F -3.00 4.03 1.43 0.000
C -4.13 3.36 1.70 0.002
Br 3.28 -3.33 -1.91 0.000
C -3.90 -2.88 -2.80 0.000
O -3.43 0.78 1.43 0.025
H 3.85 -0.45 -2.89 0.000
Br 5.92 4.37 -3.13 0.000
C 3.34 2.95 -2.94 0.000
In 0.18 1.78 4.65 -0.002
F -4.60 -3.31 -1.68 0.001
O -1.22 -2.24 -2.76 0.012
S -3.59 1.75 2.54 0.004
O -2.30 2.00 3.21 0.002
S -2.25 -1.60 3.88 -0.034
O 0.78 -0.10 2.52 0.008
H 3.40 5.05 -2.75 0.000
H 5.14 -2.59 -3.42 0.000
F 1.00 -0.47 -1.25 0.000
C -1.94 -3.39 4.47 -0.007
Br 3.25 3.16 -4.89 0.000
C 4.89 -2.37 -2.38 0.000
F -3.64 -3.86 -3.74 0.000
F -4.64 -1.86 -3.34 0.000
H 5.65 -2.78 -1.72 0.000
O -2.48 -1.53 2.46 0.215
O -3.51 -1.15 4.49 0.613
Br 6.41 -0.11 -2.83 0.000
H 2.33 2.90 -2.53 0.000
C 1.52 0.17 -0.14 0.003
S 0.19 0.43 1.28 0.006
C 4.04 4.22 -2.44 0.000
O 0.11 1.88 1.53 0.007
C 4.66 -0.87 -2.28 0.000
O -2.76 -0.72 -1.59 0.039
Co -2.82 -0.95 0.45 2.791
```

Properties
Charge   0
2S+1   5
⟨S²⟩   6.02
HOMO-LUMO gap (alpha / beta)   8.773 / 3.901 eV
Total energy   -431913.226 eV